[1]
143
Properties=species:S:1:pos:R:3:mulliken_charge:R:1 method="wB97M-V/def2-TZVPD" total_energy_ev=-114257.56050 multiplicity=1 smiles="C[C@H]1COC(=O)O1.C[C@H]1COC(=O)O1.C[C@H]1COC(=O)O1.C[C@H]1COC(=O)O1.C[C@H]1COC(=O)O1.C[C@H]1COC(=O)O1.C[C@H]1COC(=O)O1.C[C@H]1COC(=O)O1.C[C@H]1COC(=O)O1.C[C@H]1COC(=O)O1.C[C@H]1COC(=O)O1" de_lowest_ev=13.0459 charge=0
C 18.002 -11.696 6.721 -1.358
C 17.465 -10.425 6.024 0.379
C 16.751 -10.804 4.706 -0.342
O 15.426 -10.468 5.120 -0.345
C 15.391 -9.793 6.268 0.689
O 14.542 -8.959 6.696 -0.610
O 16.549 -9.911 6.895 -0.304
H 18.616 -12.215 5.984 0.388
H 17.278 -12.410 7.113 0.332
H 18.563 -11.421 7.614 0.363
H 18.209 -9.689 5.720 0.266
H 16.807 -11.856 4.426 0.264
H 17.172 -10.248 3.869 0.276
C 23.724 -0.389 6.736 -1.497
C 23.053 -0.973 7.912 0.470
C 21.655 -0.375 8.243 -0.348
O 20.952 -1.654 8.477 -0.305
C 21.691 -2.675 8.213 0.682
O 21.254 -3.817 8.267 -0.589
O 22.836 -2.291 7.582 -0.336
H 23.052 -0.362 5.878 0.377
H 24.588 -1.025 6.541 0.343
H 24.174 0.584 6.935 0.375
H 23.774 -0.982 8.729 0.259
H 21.369 0.095 7.302 0.275
H 21.699 0.345 9.060 0.295
C 7.716 -0.842 20.315 -1.349
C 7.791 -1.178 21.818 0.416
C 6.822 -0.499 22.814 -0.280
O 6.242 -1.610 23.405 -0.274
C 6.808 -2.718 22.982 0.590
O 6.478 -3.887 23.260 -0.584
O 7.830 -2.569 22.075 -0.314
H 8.603 -1.261 19.840 0.344
H 7.710 0.235 20.150 0.361
H 6.887 -1.356 19.829 0.342
H 8.778 -0.796 22.081 0.185
H 6.186 0.220 22.297 0.287
H 7.430 0.170 23.424 0.276
C 2.737 -1.604 10.590 -1.374
C 2.120 -2.683 11.307 0.385
C 2.934 -3.050 12.575 -0.491
O 2.255 -2.394 13.679 -0.339
C 1.001 -1.990 13.228 0.662
O 0.145 -1.464 13.892 -0.524
O 0.958 -2.151 11.905 -0.366
H 1.946 -1.146 9.996 0.336
H 3.686 -1.839 10.108 0.390
H 3.143 -0.843 11.255 0.348
H 1.820 -3.574 10.755 0.329
H 4.000 -2.943 12.377 0.358
H 2.846 -4.134 12.651 0.286
C 20.395 4.495 3.688 -1.549
C 19.033 4.965 4.132 0.601
C 17.880 4.848 3.164 -0.307
O 16.875 4.190 3.935 -0.354
C 17.278 4.080 5.346 0.610
O 16.580 3.722 6.299 -0.508
O 18.684 4.353 5.362 -0.371
H 20.824 5.246 3.025 0.407
H 20.512 3.615 3.056 0.360
H 21.145 4.473 4.478 0.361
H 19.217 5.995 4.437 0.142
H 18.315 4.529 2.217 0.348
H 17.487 5.861 3.075 0.258
C 10.062 -4.029 1.590 -1.370
C 9.832 -2.540 1.644 0.408
C 9.041 -1.863 0.542 -0.422
O 8.041 -1.088 1.209 -0.288
C 7.959 -1.378 2.485 0.636
O 7.270 -0.735 3.369 -0.585
O 8.958 -2.304 2.792 -0.354
H 9.120 -4.520 1.346 0.336
H 10.387 -4.503 2.517 0.359
H 10.861 -4.259 0.885 0.366
H 10.700 -1.896 1.783 0.300
H 8.776 -2.563 -0.250 0.327
H 9.847 -1.290 0.084 0.287
C 6.202 -8.672 4.848 -1.261
C 6.317 -9.879 5.796 0.258
C 7.595 -10.689 5.771 -0.323
O 8.124 -10.238 6.935 -0.274
C 7.342 -9.367 7.597 0.616
O 7.716 -8.800 8.658 -0.602
O 6.112 -9.307 7.123 -0.305
H 6.999 -7.955 5.043 0.326
H 5.227 -8.186 4.892 0.340
H 6.312 -8.887 3.785 0.369
H 5.524 -10.625 5.733 0.301
H 8.142 -10.428 4.865 0.241
H 7.504 -11.758 5.578 0.313
C 18.169 -2.072 2.452 -1.383
C 18.311 -1.833 0.981 0.437
C 18.532 -3.011 0.117 -0.491
O 17.742 -2.758 -0.965 -0.316
C 16.926 -1.831 -0.765 0.703
O 16.066 -1.508 -1.497 -0.567
O 17.050 -1.464 0.465 -0.347
H 17.654 -2.991 2.732 0.330
H 17.680 -1.200 2.885 0.337
H 19.134 -2.022 2.957 0.396
H 19.064 -1.083 0.740 0.284
H 18.232 -3.968 0.542 0.317
H 19.600 -2.953 -0.094 0.299
C 13.381 -9.333 12.517 -1.283
C 13.289 -10.916 12.608 0.449
C 14.108 -11.723 11.667 -0.355
O 14.646 -12.803 12.560 -0.369
C 14.335 -12.570 13.889 0.672
O 14.782 -13.170 14.835 -0.519
O 13.666 -11.404 13.873 -0.371
H 12.733 -8.863 13.257 0.334
H 13.019 -8.912 11.579 0.378
H 14.418 -9.016 12.630 0.343
H 12.313 -11.214 12.222 0.180
H 14.927 -11.072 11.362 0.219
H 13.525 -12.025 10.797 0.322
C 16.206 2.106 14.599 -1.464
C 15.221 2.680 15.474 0.596
C 15.253 2.355 16.986 -0.660
O 14.722 3.419 17.680 -0.276
C 14.945 4.443 16.920 0.594
O 14.647 5.575 17.175 -0.531
O 15.558 4.008 15.709 -0.340
H 15.940 2.347 13.570 0.342
H 16.089 1.039 14.791 0.352
H 17.275 2.320 14.615 0.346
H 14.235 2.648 15.009 0.270
H 16.279 2.077 17.224 0.346
H 14.923 1.322 17.091 0.426
C 12.863 -1.796 8.228 -1.315
C 11.802 -1.366 9.286 0.618
C 10.594 -2.236 9.078 -0.598
O 9.906 -1.936 10.251 -0.320
C 10.732 -1.723 11.164 0.687
O 10.485 -1.803 12.328 -0.584
O 11.944 -1.501 10.678 -0.361
H 12.927 -2.884 8.235 0.350
H 13.845 -1.365 8.423 0.338
H 12.601 -1.542 7.201 0.353
H 11.534 -0.310 9.243 0.242
H 10.774 -3.305 8.959 0.329
H 9.804 -2.092 8.341 0.261

[2]
143
Properties=species:S:1:pos:R:3:mulliken_charge:R:1 method="wB97M-V/def2-TZVPD" total_energy_ev=-114262.23941 multiplicity=1 smiles="C[C@H]1COC(=O)O1.C[C@H]1COC(=O)O1.C[C@H]1COC(=O)O1.C[C@H]1COC(=O)O1.C[C@H]1COC(=O)O1.C[C@H]1COC(=O)O1.C[C@H]1COC(=O)O1.C[C@H]1COC(=O)O1.C[C@H]1COC(=O)O1.C[C@H]1COC(=O)O1.C[C@H]1COC(=O)O1" de_lowest_ev=8.3670 charge=0
C -5.086 -0.416 1.086 -0.906
C -5.285 -1.404 -0.032 0.220
C -4.503 -1.010 -1.351 -0.063
O -4.337 -2.315 -2.019 -0.360
C -4.093 -3.153 -0.981 0.671
O -3.641 -4.305 -1.085 -0.611
O -4.446 -2.567 0.230 -0.334
H -4.016 -0.210 1.086 -0.123
H -5.204 -0.760 2.113 0.454
H -5.556 0.540 0.854 0.347
H -6.294 -1.649 -0.362 0.445
H -3.545 -0.526 -1.164 -0.215
H -4.922 -0.315 -2.078 0.541
C 1.424 1.031 -3.864 0.011
C 0.932 2.231 -4.764 0.360
C 1.945 2.716 -5.827 -0.341
O 1.325 2.716 -7.007 -0.357
C 0.117 2.089 -6.831 0.449
O -0.755 1.841 -7.716 -0.626
O -0.036 1.713 -5.588 -0.182
H 0.777 0.158 -3.939 -0.211
H 1.349 1.300 -2.810 0.158
H 2.449 0.684 -3.996 -0.128
H 0.493 2.984 -4.109 0.291
H 2.761 2.017 -6.010 0.230
H 2.466 3.632 -5.551 0.372
C 2.580 0.047 5.996 -1.455
C 3.333 1.210 5.427 0.662
C 2.824 2.551 5.746 0.208
O 4.025 3.256 5.969 -0.272
C 4.998 2.487 6.027 0.617
O 6.179 2.850 6.116 -0.676
O 4.714 1.217 5.930 -0.406
H 2.281 0.119 7.042 0.420
H 3.116 -0.900 6.051 0.402
H 1.843 -0.250 5.249 0.206
H 3.436 1.005 4.361 0.232
H 2.224 2.557 6.656 0.278
H 2.298 3.103 4.967 -0.241
C -2.043 -3.671 -4.593 -1.648
C -1.526 -2.249 -4.691 0.365
C -2.390 -1.317 -5.517 -0.585
O -2.470 -0.223 -4.719 -0.416
C -1.913 -0.424 -3.489 0.602
O -1.732 0.528 -2.673 -0.361
O -1.468 -1.632 -3.427 0.054
H -3.086 -3.743 -4.282 0.305
H -1.350 -4.270 -4.003 0.330
H -1.990 -4.027 -5.622 0.502
H -0.565 -2.132 -5.192 0.237
H -3.260 -1.967 -5.605 0.338
H -1.864 -1.061 -6.437 0.337
C -1.899 6.625 2.950 -1.565
C -0.986 5.459 3.351 1.001
C 0.114 5.103 2.381 0.146
O 1.275 5.137 3.146 -0.363
C 1.024 5.597 4.436 0.699
O 1.832 5.801 5.313 -0.545
O -0.320 5.835 4.517 -0.432
H -1.265 7.381 2.487 0.408
H -2.363 7.136 3.794 0.365
H -2.438 6.289 2.065 0.370
H -1.581 4.562 3.529 -0.177
H 0.197 5.754 1.511 0.253
H -0.084 4.083 2.052 -0.098
C -3.347 3.918 -3.392 -1.300
C -4.387 3.731 -2.261 0.432
C -5.117 2.377 -2.315 -0.062
O -5.049 1.989 -0.966 -0.216
C -4.082 2.651 -0.361 0.427
O -3.491 2.262 0.679 -0.447
O -3.677 3.658 -1.058 -0.300
H -3.892 3.972 -4.334 0.404
H -2.586 3.159 -3.572 0.087
H -2.744 4.789 -3.138 0.411
H -5.074 4.575 -2.332 0.297
H -4.681 1.528 -2.843 -0.126
H -6.112 2.525 -2.734 0.374
C 4.658 0.011 -0.469 -1.307
C 5.010 1.062 -1.611 0.287
C 6.494 0.874 -1.965 -0.524
O 6.387 0.290 -3.309 -0.382
C 5.130 0.219 -3.661 0.526
O 4.731 -0.336 -4.679 -0.564
O 4.366 0.824 -2.784 -0.202
H 4.703 -0.965 -0.952 0.403
H 3.736 0.345 0.008 0.196
H 5.339 0.039 0.381 0.468
H 4.894 2.073 -1.221 0.405
H 6.989 0.272 -1.203 0.289
H 6.990 1.844 -1.983 0.312
C 6.501 -3.705 -4.787 -1.223
C 5.366 -4.702 -4.378 0.543
C 5.409 -5.179 -2.905 -0.519
O 4.105 -5.201 -2.440 -0.303
C 3.313 -4.395 -3.418 0.615
O 2.145 -4.021 -3.432 -0.545
O 4.132 -3.943 -4.431 -0.296
H 7.383 -3.974 -4.204 0.410
H 6.406 -2.663 -4.481 0.160
H 6.613 -3.701 -5.871 0.350
H 5.377 -5.471 -5.151 0.217
H 6.151 -4.627 -2.328 0.309
H 5.664 -6.238 -2.871 0.269
C -3.532 0.529 4.435 -1.237
C -2.293 0.764 5.244 1.181
C -1.934 2.197 5.744 0.023
O -1.680 1.905 7.149 -0.424
C -1.956 0.609 7.524 0.581
O -1.588 0.115 8.620 -0.584
O -2.430 -0.044 6.408 -0.421
H -3.408 0.935 3.431 0.089
H -4.421 1.001 4.852 0.488
H -3.646 -0.554 4.482 0.305
H -1.475 0.416 4.614 -0.276
H -2.797 2.827 5.529 0.283
H -1.099 2.803 5.393 0.000
C 0.767 -1.518 -0.396 -1.442
C -0.476 -0.715 0.004 2.453
C -1.346 -1.279 0.998 2.082
O -1.548 -0.250 1.917 0.042
C -0.719 0.713 1.674 0.119
O -0.508 1.629 2.392 -0.404
O -0.165 0.601 0.428 -0.543
H 1.518 -0.844 -0.807 -0.023
H 0.550 -2.289 -1.135 0.352
H 1.064 -2.039 0.514 0.433
H -0.943 -0.610 -0.976 -1.529
H -0.840 -2.154 1.407 -0.431
H -2.252 -1.634 0.506 -1.205
C -2.440 -4.587 2.797 -1.177
C -1.109 -4.873 3.454 0.338
C -0.676 -6.340 3.348 -0.419
O 0.506 -6.376 2.549 -0.334
C 0.773 -5.115 2.157 0.634
O 1.766 -4.783 1.490 -0.623
O -0.075 -4.293 2.576 -0.184
H -2.288 -4.943 1.778 0.373
H -2.658 -3.520 2.744 0.020
H -3.232 -5.208 3.215 0.447
H -1.094 -4.303 4.383 0.352
H -1.542 -6.783 2.856 0.291
H -0.540 -6.698 4.369 0.307

[3]
143
Properties=species:S:1:pos:R:3:mulliken_charge:R:1 method="wB97M-V/def2-TZVPD" total_energy_ev=-114270.58680 multiplicity=1 smiles="C[C@H]1COC(=O)O1.C[C@H]1COC(=O)O1.C[C@H]1COC(=O)O1.C[C@H]1COC(=O)O1.C[C@H]1COC(=O)O1.C[C@H]1COC(=O)O1.C[C@H]1COC(=O)O1.C[C@H]1COC(=O)O1.C[C@H]1COC(=O)O1.C[C@H]1COC(=O)O1.C[C@H]1COC(=O)O1" de_lowest_ev=0.0196 charge=0
C -2.709 4.163 0.487 -1.235
C -1.693 5.225 0.866 0.699
C -2.243 6.511 1.484 -0.473
O -1.359 6.780 2.564 -0.386
C -0.551 5.721 2.769 0.300
O 0.284 5.663 3.614 -0.502
O -0.835 4.721 1.912 -0.071
H -2.226 3.185 0.432 -0.086
H -3.147 4.448 -0.468 0.416
H -3.436 4.043 1.292 0.365
H -1.070 5.441 -0.008 0.205
H -3.264 6.375 1.844 0.291
H -2.259 7.315 0.751 0.339
C 3.986 -1.768 -0.390 -1.092
C 3.512 -3.131 0.080 1.752
C 4.377 -4.308 -0.374 -0.104
O 4.970 -4.790 0.836 -0.396
C 4.488 -4.110 1.905 0.374
O 4.788 -4.347 3.030 -0.565
O 3.636 -3.145 1.516 -0.241
H 3.808 -1.567 -1.446 -0.008
H 5.078 -1.771 -0.293 0.573
H 3.600 -0.979 0.251 0.053
H 2.456 -3.283 -0.143 -0.669
H 5.150 -3.961 -1.057 0.275
H 3.782 -5.097 -0.818 0.208
C -3.548 -0.118 4.557 -1.370
C -3.912 1.341 4.625 1.977
C -4.800 1.792 3.436 0.511
O -5.921 2.427 4.042 -0.417
C -5.927 2.191 5.365 0.508
O -6.804 2.434 6.122 -0.528
O -4.745 1.639 5.751 -0.472
H -2.810 -0.376 5.318 0.219
H -3.134 -0.337 3.572 0.195
H -4.418 -0.747 4.750 0.406
H -3.021 1.972 4.624 -1.094
H -5.123 0.944 2.832 0.243
H -4.298 2.529 2.812 -0.292
C 1.811 -1.292 -5.007 -0.426
C 2.955 -1.910 -5.776 0.187
C 4.219 -2.238 -4.944 0.107
O 4.609 -3.507 -5.423 -0.385
C 3.586 -4.067 -6.125 0.634
O 3.600 -5.172 -6.550 -0.542
O 2.573 -3.186 -6.277 -0.365
H 1.005 -0.931 -5.644 0.224
H 2.106 -0.412 -4.428 0.347
H 1.446 -2.029 -4.289 -0.278
H 3.261 -1.193 -6.544 0.331
H 4.027 -2.197 -3.873 -0.259
H 4.940 -1.467 -5.217 0.454
C -1.449 -4.512 -1.053 -0.476
C -0.339 -5.273 -1.745 0.384
C -0.474 -5.494 -3.250 -0.277
O 0.838 -5.253 -3.755 -0.368
C 1.560 -4.615 -2.822 0.432
O 2.713 -4.321 -2.926 -0.469
O 0.859 -4.460 -1.678 -0.149
H -1.689 -3.677 -1.717 -0.051
H -1.051 -4.104 -0.125 -0.193
H -2.346 -5.082 -0.830 0.413
H -0.119 -6.213 -1.234 0.453
H -1.220 -4.840 -3.702 -0.026
H -0.776 -6.525 -3.431 0.407
C 0.032 4.606 6.805 -1.586
C -0.861 3.537 6.242 0.730
C -0.336 2.901 4.926 0.273
O -0.199 1.520 5.259 0.263
C -0.528 1.306 6.551 0.162
O -0.417 0.260 7.105 -0.547
O -0.956 2.432 7.138 -0.395
H -0.332 4.961 7.767 0.407
H 0.125 5.429 6.096 0.314
H 1.051 4.233 6.943 0.376
H -1.862 3.941 6.077 0.249
H 0.616 3.304 4.594 0.512
H -1.078 3.105 4.153 -0.583
C 2.796 3.559 -0.207 -1.229
C 2.718 3.736 1.297 0.723
C 1.993 2.606 2.058 3.007
O 2.882 2.258 3.092 -0.434
C 4.115 2.779 2.840 0.447
O 5.093 2.491 3.439 -0.544
O 4.051 3.666 1.827 -0.439
H 3.446 4.347 -0.600 0.445
H 1.815 3.729 -0.655 0.055
H 3.233 2.614 -0.525 0.317
H 2.290 4.720 1.496 0.163
H 1.698 1.792 1.391 -1.286
H 1.050 3.029 2.408 -1.178
C 1.100 0.021 -1.624 0.040
C -0.063 -0.359 -0.742 0.482
C 0.367 -1.218 0.441 1.286
O -0.354 -0.652 1.530 0.066
C -0.830 0.555 1.217 0.161
O -1.365 1.274 2.000 -0.216
O -0.596 0.822 -0.090 -0.205
H 1.937 0.372 -1.011 -0.470
H 0.864 0.737 -2.406 0.317
H 1.525 -0.897 -2.041 -0.521
H -0.836 -0.835 -1.350 0.027
H 1.437 -1.151 0.641 -0.070
H 0.092 -2.267 0.359 -0.956
C -0.640 3.399 -2.456 -1.070
C -1.484 2.378 -3.184 0.981
C -2.628 2.948 -4.011 -0.377
O -2.711 2.015 -5.087 -0.357
C -1.484 1.480 -5.273 0.482
O -1.182 0.804 -6.204 -0.521
O -0.668 1.816 -4.255 -0.277
H -0.003 3.967 -3.133 0.458
H 0.034 2.870 -1.782 -0.221
H -1.263 4.093 -1.895 0.274
H -1.810 1.557 -2.546 -0.074
H -2.429 3.967 -4.342 0.323
H -3.565 2.921 -3.458 0.343
C 2.038 -1.689 4.730 -1.018
C 1.021 -2.789 4.625 0.188
C -0.380 -2.424 5.099 0.317
O -1.229 -3.113 4.168 -0.339
C -0.531 -3.345 3.042 0.419
O -1.003 -3.733 2.015 -0.604
O 0.773 -3.087 3.224 -0.118
H 2.070 -1.340 5.768 0.418
H 1.757 -0.820 4.133 0.006
H 3.040 -2.013 4.460 0.347
H 1.406 -3.713 5.060 0.245
H -0.551 -1.353 4.981 -0.406
H -0.577 -2.720 6.123 0.428
C -2.189 -3.199 -7.881 -1.628
C -2.053 -2.069 -6.897 0.616
C -3.362 -1.712 -6.168 -0.604
O -3.020 -1.732 -4.793 -0.437
C -1.733 -2.096 -4.633 0.424
O -1.188 -2.179 -3.576 -0.356
O -1.193 -2.463 -5.806 -0.125
H -1.295 -3.327 -8.487 0.358
H -3.060 -3.049 -8.526 0.418
H -2.418 -4.141 -7.377 0.375
H -1.594 -1.176 -7.315 0.243
H -4.108 -2.483 -6.385 0.404
H -3.807 -0.769 -6.478 0.286

Number 1: Kohn-Sham gap 10.05 eV. Number 2: Kohn-Sham gap 9.78 eV. Number 3: Kohn-Sham gap 10.48 eV.